# 1
DFT (the ωB97M-V functional and the def2-TZVPD basis) results for a cluster of 2 separate species, C4H15N2O2 in total.

## Properties
Frontier orbital gap, eV: 10.84
Net charge: +1
Energy relative to the best compared isomer or geometry (same formula, charge and spin), kcal per mole: 24.29
Electronic energy, Ha: -421.15474
Highest occupied orbital energy, eV: -13.57

```
23
C4H15N2O2, DFT the ωB97M-V functional and the def2-TZVPD basis
H 1.4191 -0.8098 -1.9642
N 1.1934 0.1517 -1.7702
O -1.8323 -0.9261 1.7053
H -1.2416 1.3823 1.1266
N 0.6009 0.5030 0.9612
H 0.7645 1.1075 1.7616
H -1.7962 1.5924 -1.1452
H -0.1878 2.3972 -0.9633
H 2.5693 -1.9461 3.0327
H 2.1948 -2.4205 1.6837
H -0.7766 -0.3291 -2.2450
H -2.3548 -0.6362 -0.3030
H 0.7922 -0.4403 1.3175
H 1.9200 0.7661 -2.0914
C -0.7313 1.4576 -0.9760
H 1.2553 0.5902 0.1693
C -0.1856 0.5367 -2.0642
H -0.2531 1.0511 -3.0283
H -2.7639 -1.1375 1.7823
C -0.8086 0.7322 0.3804
O 2.4117 -1.5941 2.1416
H -0.7111 -1.3816 0.1559
C -1.4785 -0.6467 0.3327
```

# 2
DFT (the ωB97M-V functional and the def2-TZVPD basis) results for a cluster of 2 separate species, C8H19Cl2N4O in total.

## Properties
Frontier orbital gap, eV: 8.16
Net charge: +1
Energy relative to the best compared isomer or geometry (same formula, charge and spin), kcal per mole: 0.00
Electronic energy, Ha: -1530.58011
Highest occupied orbital energy, eV: -12.70

```
34
C8H19Cl2N4O, DFT the ωB97M-V functional and the def2-TZVPD basis
H -1.8913 -1.7084 1.0339
Cl -0.6237 4.4593 0.2631
N 1.6804 -2.7570 -0.4255
H 1.5466 -0.6476 -0.2881
C -1.9325 1.1833 1.0322
H -2.5045 1.0055 1.9480
H -0.0225 6.4921 1.2814
N -0.5492 -3.2000 -0.3751
H -1.3949 2.1265 1.1023
C 1.0256 -1.5254 0.0876
H 2.5096 -3.0865 0.0609
H 1.0857 -1.5001 1.1795
N 0.9920 -4.8060 -1.3843
N 0.8530 -1.1530 -2.6781
H 1.6322 5.5805 2.9580
H 0.9555 -0.2667 -3.1457
H 0.7373 -4.8992 -2.3543
C 0.8764 4.9497 2.4940
H -1.0918 -1.9987 -2.5069
H 1.2767 3.9458 2.3775
C -0.4262 -1.2883 -2.0024
Cl -0.4994 4.8529 3.6214
C 0.7506 -3.6391 -0.7298
C -0.3698 -1.7024 -0.5073
O -0.9748 0.1499 0.8191
H 1.3670 5.6773 0.5471
H -2.6310 1.2451 0.1904
H -0.4925 -3.3211 0.6471
H 1.3247 -5.6321 -0.9141
C -1.4948 -1.0233 0.2669
H 1.0690 -1.9021 -3.3167
H -0.9348 -0.3226 -2.0282
C 0.4815 5.5369 1.1637
H -2.3301 -0.8255 -0.4179
```

# 3
DFT (the ωB97M-V functional and the def2-TZVPD basis) results for the ion C3H8N with charge +1.

## Properties
SMILES: C/C=C/[NH3+]
Frontier orbital gap, eV: 10.74
Net charge: +1
Energy relative to the best compared isomer or geometry (same formula, charge and spin), kcal per mole: 15.36
Electronic energy, Ha: -173.55827
Highest occupied orbital energy, eV: -14.82

```
12
C3H8N, DFT the ωB97M-V functional and the def2-TZVPD basis
H -2.2261 0.1080 -0.8182
C -1.6475 0.8586 -0.2721
H 1.4598 -0.5822 1.4171
C -0.1865 0.6072 -0.3690
H -0.1493 -1.5249 -0.4840
H 1.8079 -1.8549 0.5192
H 2.4430 -0.3009 0.1382
N 1.6370 -0.8509 0.4446
H 0.4502 1.4898 -0.3469
C 0.3763 -0.5915 -0.3245
H -1.9869 1.8111 -0.6698
H -1.9780 0.8305 0.7652
```

# 4
DFT (the ωB97M-V functional and the def2-TZVPD basis) results for a cluster of 5 separate species, C15H19ClF4NO14 in total.

## Properties
Frontier orbital gap, eV: 9.09
Net charge: +1
Energy relative to the best compared isomer or geometry (same formula, charge and spin), kcal per mole: 81.42
Electronic energy, Ha: -2550.43495
Highest occupied orbital energy, eV: -13.41

```
54
C15H19ClF4NO14, DFT the ωB97M-V functional and the def2-TZVPD basis
C 1.2117 2.0014 7.7845
F -3.3128 -4.1128 -6.8874
H 1.3408 1.4537 0.0024
C -3.1058 -3.2899 -5.8350
O 4.2869 -1.6912 -1.9991
O 2.6814 0.3396 8.3033
H 3.8141 0.8915 0.2222
N 0.7105 -0.0183 -1.4637
F 3.2356 2.4305 8.8829
H -2.0565 -4.9425 -4.9120
F -2.3687 0.1714 -5.8931
C -0.2930 1.0208 3.2873
C 2.6647 1.6917 7.9053
H 0.4694 -0.1213 4.9602
O -2.0214 1.9913 -1.8582
C -2.8765 1.0139 -4.9658
O 0.6683 0.7651 7.3671
C 3.1598 0.1468 -0.4351
O 4.9931 0.6045 -2.3243
Cl 1.0462 -0.3907 -3.1396
H 3.2274 1.8080 6.9729
H 1.9947 1.7450 -1.7651
O -4.5436 -2.7970 -2.8295
H -0.2084 0.4719 -1.3702
O -2.3035 0.6976 -3.7174
O -2.4909 -3.3750 -3.6559
C -2.0698 -3.8474 -4.9199
C -2.2097 1.8868 -3.0588
O 1.3150 -1.1870 1.3167
H 0.7349 -0.9023 -0.9092
H -1.0659 -3.4861 -5.1588
H -2.8921 -2.2762 -6.1904
H 1.0133 2.7852 7.0486
O 0.7212 0.7634 2.3429
H -3.9641 0.8976 -4.9118
C 0.7628 -0.5937 2.2283
O -2.3603 2.9495 -3.9071
C -3.8315 -3.1247 -3.7640
O 0.1029 -1.2098 3.2561
H -1.2442 1.1863 2.7703
O 1.3474 -1.3986 7.6641
C 1.5489 -0.2005 7.7720
C -0.2733 -0.1887 4.1582
C -2.4232 2.4122 -5.2130
H 5.3919 1.1368 -1.5486
F 0.0483 2.1253 3.9883
H 0.7599 2.2927 8.7386
H -1.2505 -0.3978 4.6016
C 1.8111 0.9201 -0.9556
H -3.1261 2.9736 -5.8344
O -4.2725 -3.2786 -5.0440
H 2.7888 -0.7933 0.1879
H -1.4308 2.4607 -5.6735
C 4.1444 -0.4113 -1.6212
```

# 5
DFT (the ωB97M-V functional and the def2-TZVPD basis) results for an isolated molecule of C4H9NO.

## Properties
Frontier orbital gap, eV: 8.87
Energy relative to the best compared isomer or geometry (same formula, charge and spin), kcal per mole: 92.65
Electronic energy, Ha: -287.68480
Highest occupied orbital energy, eV: -8.64

```
15
C4H9NO, DFT the ωB97M-V functional and the def2-TZVPD basis
O 1.6712 0.1531 1.9979
H -0.4251 -0.1334 1.9293
H 0.9621 -1.0695 0.3806
H 1.3303 1.0382 -1.0374
C 1.6671 -0.0484 0.7795
H -1.6026 0.9038 1.1208
N 0.8747 0.9468 -0.1299
C -1.0421 -0.0338 1.0277
H -1.7463 -0.8643 0.9271
C -0.8676 -0.1635 -1.5028
H 2.5694 -0.2860 0.1852
H -1.4069 0.7742 -1.7061
C -0.1806 0.0880 -0.1901
H -0.1899 -0.3460 -2.3403
H -1.6137 -0.9592 -1.4416
```

# 6
DFT (the ωB97M-V functional and the def2-TZVPD basis) results for the ion C2H3O4PS with charge -2.

## Properties
SMILES: O=C([O-])C[P@]([O-])(O)=S
Frontier orbital gap, eV: 6.35
Net charge: -2
Energy relative to the best compared isomer or geometry (same formula, charge and spin), kcal per mole: 0.00
Electronic energy, Ha: -1118.61955
Highest occupied orbital energy, eV: -0.41

```
11
C2H3O4PS, DFT the ωB97M-V functional and the def2-TZVPD basis
H 0.0770 -1.0092 0.9659
P 1.4587 -0.1275 -0.1906
C -0.4580 0.7574 -0.3325
O 1.1529 -1.2662 0.9196
C -1.6420 -0.1319 0.1768
O 1.8906 -0.8432 -1.4302
S 2.8005 1.1256 0.5371
O -2.7621 0.0044 -0.3620
O -1.3846 -1.0125 1.0556
H -0.6502 0.8111 -1.5132
H -0.4827 1.6920 0.1737
```

# 7
DFT (the ωB97M-V functional and the def2-TZVPD basis) results for a structure of composition C34H44AuN4Si.

## Properties
Frontier orbital gap (alpha / beta), eV: 7.98 / 6.71
Net charge: +1
Energy relative to the best compared isomer or geometry (same formula, charge and spin), kcal per mole: 0.00
Spin multiplicity: 3
Electronic energy, Ha: -1965.95902
Highest occupied orbital energy (alpha / beta), eV: -9.94 / -11.05
Expectation value of S²: 2.05

```
84
C34H44AuN4Si, DFT the ωB97M-V functional and the def2-TZVPD basis
C -2.1219 1.7329 1.5174
C -0.4223 -1.7832 2.7177
C 1.9998 -3.4404 -0.7087
C 2.9999 1.1684 4.9771
C -1.5417 3.1381 1.4144
N 0.5580 2.6529 0.1845
C 3.1311 1.2890 3.5957
H -3.3779 -3.2561 1.8882
H 0.1510 -0.6521 5.1018
H 0.3718 2.6736 2.2606
C -2.6236 -2.6379 -1.5447
C 1.7639 -4.6488 -1.3720
C -2.4214 -3.1183 2.3756
H 0.1993 3.1346 -0.6340
H -2.9436 -3.5851 -1.1089
C 2.1202 -0.3381 -0.6116
H 0.5047 -2.3927 -3.5283
C -1.5715 -0.5647 -2.8184
H 2.4068 -4.7017 2.4248
C 6.0882 -1.9454 -4.1877
H 4.5486 -3.6158 -1.6830
H -0.7023 -3.4154 -2.0514
H 1.7907 0.4054 6.5779
H 6.6430 -3.6216 -2.9714
C 2.2122 0.6961 2.7574
H 1.5641 2.7803 0.1725
H -2.6543 0.2175 0.2284
C 5.1100 -0.9993 -4.4625
H 3.7194 1.6342 5.6364
H 0.2669 4.2759 1.5368
C 4.6997 -2.8734 -2.4584
C 2.2221 -3.4782 0.6685
H -2.5485 -4.9443 3.5005
H -2.1923 1.5691 -0.5308
Au 0.1504 0.1274 -0.0724
H -1.6195 1.1767 2.3103
H 3.9550 1.8520 3.1771
H 2.7895 -0.4115 0.2478
H 5.2651 -0.2692 -5.2465
H -2.0024 -1.2710 1.3727
H 1.5557 -6.7770 -1.2166
C -3.1193 -2.5336 -2.9922
H -1.0639 0.2491 -3.3362
H 0.8928 -0.6798 -3.4116
H 3.1794 -0.2435 -3.9567
C -0.7116 -3.8939 3.8752
H 2.3008 0.7792 1.6818
Si 2.1460 -1.8559 -1.6846
H -3.0658 -1.8494 -0.9256
C 1.7403 -5.8522 -0.6851
H 1.6081 -4.6525 -2.4467
C 2.2148 -4.6834 1.3595
H -2.2860 -0.1098 -2.1297
C 0.6584 -1.5687 -2.8183
C -1.9548 -4.0679 3.2792
H -1.6186 -1.9402 -4.4603
H -3.1791 1.8119 1.7792
H -0.7544 -2.6995 -0.4565
H -2.9954 -0.8626 -4.4004
C -0.0237 3.2290 1.4094
C 3.9320 -0.9927 -3.7314
H -1.9051 3.7039 2.2735
C -1.1062 -2.5731 -1.4794
C 1.9243 0.4613 5.5057
H -4.1861 -2.3073 -2.9986
H 2.4105 -2.5551 1.2075
C 1.9702 -5.8698 0.6850
H 1.0383 -2.6789 4.0282
C -1.6584 -2.0067 2.0859
C 1.1519 -0.0803 3.2695
C 1.0126 -0.1580 4.6753
N 0.2876 -0.6544 2.3781
C 3.7038 -1.9291 -2.7175
H -1.9469 3.6389 0.5262
N -0.5613 -1.3025 -2.0359
H -3.0048 -3.5063 -3.4731
C -2.3312 -1.4672 -3.7823
C 0.0469 -2.7718 3.6062
C 5.8828 -2.8814 -3.1851
N -1.9689 0.9654 0.2550
H 1.9671 -6.8089 1.2231
H -0.3231 -4.6493 4.5454
H 7.0090 -1.9522 -4.7562
H 2.4328 0.5279 -1.2059
```